# 1
C38H38CrN4O2SSb2 | ωB97M-V/def2-TZVPD

The geometry in XYZ format:
```
86
Properties=species:S:1:pos:R:3:forces:R:3:mulliken_charge:R:1
Cr -0.7286 1.6590 0.4521 0.1401 0.6204 -0.2399 -0.100
C 0.5733 -2.5121 2.0477 -0.1154 -0.1027 -0.0522 -0.965
C 1.8843 -1.8857 2.5290 0.1338 -0.0627 0.1008 -0.539
C 1.9855 -0.3691 2.4329 0.0019 0.0847 -0.0195 -1.191
Sb 1.7400 0.5425 0.5062 0.5137 -0.0312 0.3778 1.073
C 2.7324 2.4086 0.7994 -0.0125 -0.1177 -0.0073 0.943
C 2.9155 3.1965 -0.3332 -0.0023 0.0362 -0.0209 -0.560
C 3.5841 4.4089 -0.2464 0.0006 0.0107 -0.0132 -0.697
C 4.0812 4.8378 0.9753 0.0019 0.0039 0.0022 -0.533
C 3.9068 4.0547 2.1071 -0.0045 0.0187 0.0123 -0.685
C 3.2318 2.8450 2.0206 -0.0562 -0.0237 0.0419 -0.312
C 3.3984 -0.3127 -0.5185 -0.3220 -0.0698 -0.0628 0.829
C 4.6193 -0.2230 0.1400 0.0607 0.0280 -0.0182 -0.381
C 5.7591 -0.7531 -0.4457 0.0298 0.0035 0.0252 -0.644
C 5.6836 -1.3600 -1.6910 -0.0180 -0.0116 -0.0120 -0.497
C 4.4675 -1.4359 -2.3532 0.0072 -0.0025 0.0040 -0.574
C 3.3215 -0.9194 -1.7645 -0.0911 0.0078 -0.0672 -0.603
Sb 0.6971 -3.1715 -0.0146 0.0050 0.1935 -0.0757 1.282
C 1.4626 -5.1066 0.4565 0.0364 0.0463 -0.0201 0.334
C 2.2371 -5.3458 1.5863 0.0144 0.0104 0.0267 -0.193
C 2.7434 -6.6144 1.8386 0.0008 0.0011 0.0134 -0.742
C 2.4817 -7.6533 0.9599 0.0013 -0.0233 -0.0090 -0.473
C 1.7161 -7.4216 -0.1744 0.0073 -0.0270 -0.0009 -0.578
C 1.2137 -6.1544 -0.4264 -0.0202 0.0086 -0.0109 -0.608
C -1.2894 -3.8639 -0.3987 0.0720 -0.0280 0.0399 -0.007
C -1.9391 -4.7874 0.4199 0.0209 0.0645 0.0676 -0.248
C -3.1488 -5.3435 0.0336 -0.0190 -0.0081 0.0220 -0.711
C -3.7156 -4.9977 -1.1874 -0.0406 0.0104 0.0048 -0.393
C -3.0777 -4.0844 -2.0120 -0.0704 0.0816 0.0348 -0.681
C -1.8724 -3.5178 -1.6143 0.0207 0.0724 -0.0400 -0.453
H -0.2627 -1.8193 2.1643 0.0105 0.0428 0.0068 -0.092
H 0.3445 -3.3955 2.6446 -0.0744 -0.0088 -0.0223 0.663
H 2.7449 -2.3363 2.0231 -0.0088 0.0334 -0.0281 0.342
H 2.0094 -2.1267 3.5893 0.0666 -0.0291 -0.0100 0.357
H 2.9703 -0.0509 2.7795 -0.0093 0.0391 0.0168 0.616
H 1.2392 0.0992 3.0773 0.0109 0.0042 -0.0220 0.498
H 2.5550 2.8617 -1.3017 0.0127 -0.0099 -0.0043 0.416
H 3.7224 5.0149 -1.1323 0.0011 0.0033 -0.0023 0.416
H 4.6063 5.7805 1.0459 0.0044 0.0132 0.0002 0.406
H 4.2936 4.3870 3.0613 0.0057 0.0004 0.0039 0.422
H 3.0944 2.2544 2.9189 0.0153 -0.0060 0.0000 0.265
H 4.7034 0.2797 1.0965 -0.0195 -0.0071 0.0233 0.281
H 6.7073 -0.6834 0.0705 0.0109 -0.0079 -0.0004 0.419
H 6.5739 -1.7726 -2.1456 0.0137 0.0030 -0.0100 0.402
H 4.4061 -1.9022 -3.3271 0.0013 -0.0129 -0.0126 0.431
H 2.3732 -1.0029 -2.2814 0.0034 -0.0018 0.0225 0.419
H 2.4562 -4.5489 2.2873 -0.0079 -0.0237 0.0095 0.261
H 3.3415 -6.7891 2.7232 0.0075 -0.0014 0.0133 0.398
H 2.8730 -8.6422 1.1574 0.0057 -0.0090 -0.0007 0.385
H 1.5095 -8.2296 -0.8638 -0.0047 -0.0087 -0.0065 0.397
H 0.6095 -5.9916 -1.3120 -0.0088 0.0002 -0.0148 0.380
H -1.4871 -5.0950 1.3563 0.0063 -0.0204 0.0041 0.387
H -3.6397 -6.0650 0.6738 -0.0062 -0.0054 0.0045 0.436
H -4.6470 -5.4519 -1.5000 -0.0069 0.0014 0.0060 0.401
H -3.5140 -3.8131 -2.9647 0.0090 -0.0160 -0.0290 0.446
H -1.3760 -2.8144 -2.2758 -0.0006 -0.0076 0.0027 0.377
N 0.1298 6.6662 -5.0186 0.0388 0.0518 -0.0115 -0.450
C -0.4491 5.7796 -4.1698 -0.0116 -0.0498 0.0210 1.137
C -1.8181 5.8627 -3.8748 -0.0040 -0.0051 0.0064 -0.832
C -2.4053 4.9656 -3.0116 -0.0069 -0.0145 -0.0193 -0.476
C -1.6318 3.9697 -2.4249 0.0517 -0.0156 0.0355 -0.066
C -0.2709 3.8703 -2.7038 0.0048 0.0217 -0.0198 -0.408
C 0.3159 4.7623 -3.5690 -0.0322 -0.0086 0.0174 -0.890
S -2.3891 2.9082 -1.2905 0.0393 -0.1131 -0.0830 1.934
O -1.8907 3.2607 0.0968 -0.0030 -0.0247 -0.0347 -0.505
O -3.8084 2.9450 -1.4142 -0.0073 0.0643 -0.0271 -0.657
N -1.6829 1.4603 -1.4802 -0.1387 0.0767 0.0289 -0.697
C -2.4709 0.4635 -0.8995 0.0803 -0.1263 -0.1301 0.274
N -3.5310 -0.0647 -1.4724 -0.0789 -0.1020 -0.0734 -0.487
C -4.2170 -0.9322 -0.7368 0.0731 -0.0447 0.0335 -0.551
C -3.8694 -1.2736 0.5697 0.0322 -0.0011 -0.0060 -0.678
C -2.7331 -0.6998 1.0836 0.1277 -0.1690 -0.0424 -0.380
N -2.0170 0.1466 0.3300 -0.3775 -0.0128 0.2043 0.562
H -0.4207 7.3575 -5.4927 0.0018 -0.0060 -0.0083 0.195
H 1.0920 6.5732 -5.2845 -0.0051 -0.0009 -0.0092 0.194
H -2.4172 6.6368 -4.3359 -0.0082 0.0053 -0.0051 0.313
H -3.4625 5.0223 -2.7939 -0.0187 0.0090 0.0053 0.503
H 0.3220 3.0793 -2.2623 0.0097 -0.0072 0.0009 0.324
H 1.3705 4.6816 -3.7992 0.0145 -0.0039 -0.0035 0.311
H -5.0867 -1.3726 -1.2073 -0.0366 -0.0145 -0.0094 0.502
H -4.4607 -1.9631 1.1513 0.0003 -0.0322 -0.0055 0.466
H -2.3725 -0.9022 2.0838 -0.0116 0.0136 -0.0112 0.532
C -0.2174 2.5300 2.2057 -0.1116 -0.2543 0.1054 -1.697
H -1.1533 2.5418 2.7758 0.0065 0.0408 0.0140 0.434
H 0.0012 3.5624 1.9121 0.0346 -0.0084 -0.0245 0.458
H 0.5865 2.1701 2.8432 0.0026 -0.0283 -0.0027 0.414
```
Positions in Å, forces in eV/Å.

Multiplicity: 4
Charge: +1
E_tot: -3763.201975 a.u.
HOMO-LUMO gap (spin up / spin down): 0.254 / 0.268 Ha

# 2
C38H38ErN6OS4 | ωB97M-V/def2-TZVPD

The geometry in XYZ format:
```
88
Properties=species:S:1:pos:R:3:forces:R:3:mulliken_charge:R:1
Er -1.1342 0.0162 -1.0032 -0.6189 -0.0693 -0.1060 0.314
C -1.1266 -3.5688 -3.2456 -1.0737 0.6504 -1.2865 -1.473
C -1.7948 -2.8546 -2.0870 0.5489 -1.2662 1.8872 0.200
N -1.0829 -2.4703 -1.0005 1.3051 -1.8129 -2.1824 0.165
N -1.4013 -3.2236 0.1523 -1.9593 2.0513 -0.0454 -0.724
C -1.2677 -2.5394 1.2481 -0.5116 -1.8477 -0.4444 0.481
S -0.4106 -1.0971 1.3940 0.1405 1.3565 0.6422 -0.458
S -1.9447 -3.4158 2.6684 1.3472 0.4397 0.7843 -0.207
C -3.7112 -3.5825 2.3823 0.2427 0.0779 -0.6779 -0.500
C -4.6173 -2.5872 3.0598 0.1692 0.4049 0.1511 0.472
C -5.5518 -2.9864 4.0136 -0.1034 -0.2461 0.4877 -0.326
C -6.4285 -2.0651 4.6136 0.7477 0.5389 -1.0567 -0.601
C -6.3954 -0.7360 4.1639 0.9259 -0.6181 -0.5321 -0.426
C -5.4271 -0.3064 3.2298 0.4955 -0.4402 0.0806 -0.717
C -4.5021 -1.2197 2.7146 -0.9115 -0.8367 0.3400 0.116
C -3.2349 -2.8156 -2.0180 -0.1364 0.4657 0.9414 1.213
C -4.0322 -3.7590 -2.6433 -0.9279 -0.6195 -0.4373 -0.660
C -5.4213 -3.7255 -2.6044 -1.1352 -0.3513 -0.5581 -0.796
C -6.0502 -2.6741 -1.9225 1.4754 0.7779 -0.0328 -0.453
C -5.2716 -1.6237 -1.4202 -0.8218 -0.8446 0.8580 -0.736
C -3.8598 -1.7149 -1.3114 0.0112 0.3896 -0.7869 0.560
O -3.1831 -0.7627 -0.7352 -0.1007 -0.1659 -0.0099 -0.190
H -0.0508 -3.4578 -3.3076 0.0751 0.3916 0.1235 0.234
H -1.3106 -4.6742 -3.2807 -0.1048 0.8104 0.8440 0.407
H -1.6492 -3.2136 -4.1595 0.7588 -0.1345 0.1688 0.419
H -3.8067 -3.5109 1.3018 -0.2302 -0.1030 -0.2260 -0.075
H -3.8362 -4.6247 2.6532 -0.7539 -0.0347 0.1854 0.415
H -5.5845 -4.0454 4.3305 0.0294 0.6472 -0.2639 0.305
H -7.1013 -2.3766 5.3986 -0.1679 -0.0129 -0.0670 0.378
H -7.1075 -0.0254 4.4980 -0.5336 0.5204 0.5197 0.394
H -5.3245 0.7432 2.9180 -0.3783 -0.4950 0.2382 0.371
H -3.7390 -0.9607 1.9913 -0.0114 0.3016 -0.0038 0.280
H -3.5174 -4.5850 -3.1065 -0.1047 -0.1482 -0.3275 0.294
H -6.1394 -4.3944 -3.1689 1.4718 0.2845 0.8041 0.236
H -7.1234 -2.6659 -1.7937 -0.0780 0.1655 -0.2184 0.426
H -5.7897 -0.8034 -0.9236 0.3583 -0.0322 -0.0713 0.373
S -1.8826 2.5688 -2.0119 0.4029 -0.7103 0.3640 -0.371
C -1.6535 2.3591 -3.7086 0.5769 -2.2951 -2.2737 0.395
C -1.6454 3.5531 -4.4958 -0.2768 1.8832 -1.6175 -0.139
N -1.6555 4.4938 -5.1982 0.0856 -1.7641 1.5619 -0.583
C -1.4398 1.1401 -4.4757 -1.1436 4.6605 0.8688 0.760
S -1.2671 -0.3787 -3.8328 0.3122 -1.9395 1.2334 -0.345
C -1.5084 1.2549 -5.9212 0.7043 -0.2552 -2.7026 -0.199
N -1.4610 1.2383 -7.1020 -0.3136 0.1218 3.2688 -0.615
C 5.8390 -1.9691 -0.6882 0.1290 0.3292 0.6547 -1.714
C 5.6243 -0.6132 -1.3494 0.1448 0.6597 -1.3868 1.925
C 6.3762 0.5537 -0.6587 -2.3438 0.9524 -0.0803 -1.826
C 6.2098 -0.7059 -2.8177 -0.8753 -1.3115 0.1935 -1.556
C 4.1092 -0.3491 -1.3363 -0.7260 -0.4497 -0.6659 0.852
C 3.2527 -0.9262 -2.3166 0.7004 1.3874 1.3471 -0.946
C 1.8928 -0.6624 -2.3024 -0.3699 -1.0687 -0.5774 -0.565
N 1.2791 0.0789 -1.3606 1.6160 -0.0043 -0.4202 0.040
C 2.0987 0.6616 -0.4483 0.1000 -0.8728 -1.0512 -0.349
C 3.4752 0.4213 -0.3595 -0.3981 -0.1108 -0.9975 -0.498
C 1.4831 1.6469 0.4124 -1.3211 2.1376 0.9654 0.155
C 2.2547 2.6600 1.0321 0.7747 -1.2640 -0.1728 -0.343
C 1.7273 3.4507 2.0262 -0.4703 0.9530 0.0530 0.245
C 0.3191 3.4798 2.0763 1.0902 -0.0314 1.3160 -0.791
C -0.4139 2.5506 1.3943 0.7116 -0.6587 -1.1066 -0.969
N 0.1349 1.6423 0.5444 0.3643 0.4162 0.6449 0.311
C 2.6586 4.2516 2.9841 0.6538 -0.4414 -1.3044 2.043
C 3.8092 4.9239 2.1230 -0.4138 0.5428 0.6577 -1.595
C 1.9151 5.3035 3.8016 0.7547 -0.4414 0.9035 -1.986
C 3.3296 3.2612 3.9507 -0.2060 -0.2481 0.4195 -1.420
H 6.8976 -2.2003 -0.6644 0.2783 -0.1199 0.0572 0.451
H 5.3266 -2.7590 -1.2241 -0.1509 -0.1027 -0.1453 0.396
H 5.4624 -1.9522 0.3410 0.0572 -0.0856 -0.1165 0.366
H 7.4056 0.6186 -0.8528 1.5513 -0.5945 -0.1082 0.459
H 6.1697 0.5481 0.4128 0.2983 0.0213 0.0563 0.345
H 6.0087 1.5514 -1.0490 0.0317 -1.0727 0.3426 0.361
H 7.2646 -1.0157 -2.7159 -0.3918 0.2166 -0.1985 0.432
H 6.1378 0.2234 -3.3766 0.0329 0.1904 0.1311 0.386
H 5.6781 -1.4982 -3.4424 0.7639 0.9138 0.8729 0.334
H 3.6859 -1.4760 -3.1171 0.0019 -0.4537 -0.4621 0.280
H 1.3009 -1.1427 -3.1342 0.1793 0.8889 1.2445 0.185
H 4.0257 0.9294 0.4049 0.1993 -0.0361 0.2365 0.482
H 3.3205 2.7524 0.7772 -0.6048 -0.2731 0.2795 0.479
H -0.1785 4.1391 2.7758 -0.0855 -0.0627 -0.0456 0.396
H -1.4689 2.5249 1.5806 -0.4851 -0.2159 -0.4136 0.573
H 3.4074 5.4952 1.2745 -0.0536 -0.1902 0.1891 0.386
H 4.5096 4.1759 1.7147 -0.2003 0.3701 0.3542 0.330
H 4.3511 5.6746 2.7622 -0.2586 -0.9142 -0.5264 0.439
H 1.2497 5.8132 3.1579 -1.0556 0.6463 -0.4586 0.549
H 2.6643 6.0525 4.0985 -0.3181 -0.2432 0.3612 0.417
H 1.3902 4.8873 4.7150 0.5311 0.4762 -1.1422 0.288
H 3.9513 2.4964 3.4446 -0.3477 0.4446 0.1395 0.276
H 2.5261 2.7293 4.5182 0.7799 0.3631 -0.1958 0.379
H 3.9818 3.8496 4.6371 -0.4556 -0.5386 -0.2687 0.389
```
Positions in Å, forces in eV/Å.

Multiplicity: 4
Charge: -1
E_tot: -4482.570778 a.u.
HOMO-LUMO gap (spin up / spin down): 0.196 / 0.196 Ha

Calculated values (Eh/bohr) of maximum force for the records, taken in order: 0.0132, 0.0948.